No. 1
The following is a DFT calculation (ωB97M-V/def2-TZVPD) of a cluster of 2 separate species, C5H13NO3P in total.

## Properties
**Energy relative to the best compared isomer or geometry (same formula, charge and spin)**: 176.0 kJ/mol
**Total charge**: -1
**Strongest force on any atom**: 0.018 Eh/bohr
**E_HOMO**: -3.00 eV

Each line ends with the Löwdin charge.
Positions of all 23 atoms, in Å:
1 C 0.35 0.78 2.16  -0.08
2 C -2.10 0.16 1.65  -0.08
3 C -1.09 -1.90 0.01  -0.04
4 C 1.12 -1.16 0.24  -0.04
5 C -0.63 -0.12 1.49  -0.35
6 N -0.28 -1.03 0.58  -0.21
7 O 0.23 2.12 -3.24  -0.25
8 O 0.49 -0.46 -3.08  -0.42
9 O 2.04 1.14 -1.78  -0.43
10 P 1.23 0.81 -2.99  0.19
11 H -0.16 1.38 2.91  0.06
12 H 1.15 0.23 2.67  0.07
13 H 0.83 1.47 1.45  0.08
14 H -2.64 -0.67 2.11  0.07
15 H -2.56 0.34 0.67  0.08
16 H -2.26 1.05 2.26  0.06
17 H -2.16 -1.81 0.11  0.02
18 H 2.03 0.98 -4.14  0.00
19 H -0.71 -2.48 -0.82  0.04
20 H 1.20 -1.40 -0.82  0.07
21 H 1.65 -0.23 0.39  0.06
22 H 1.59 -1.95 0.83  0.10
23 H 0.65 2.73 -2.64  0.01

No. 2
The following is a DFT calculation (ωB97M-V/def2-TZVPD) of a cluster of 2 separate species, C5H13NO4S in total at a distorted geometry.

## Properties
**Energy relative to the best compared isomer or geometry (same formula, charge and spin)**: 127.5 kJ/mol
**Strongest force on any atom**: 0.087 Eh/bohr
**E_HOMO**: -9.32 eV
**Structure (SMILES)**: NCCOC(=O)OS.CCO

Each line ends with the Löwdin charge.
Positions of all 24 atoms, in Å:
1 N 1.82 2.99 0.53  0.02
2 C 0.59 2.20 0.68  -0.24
3 C 0.77 0.85 0.01  -0.16
4 O 1.02 1.03 -1.38  0.06
5 C 2.18 0.59 -1.78  -0.76
6 O 3.17 0.60 -1.21  0.17
7 O 2.05 0.05 -3.06  -0.42
8 S 3.05 0.85 -4.16  0.84
9 H 1.62 3.96 0.40  0.06
10 H 2.41 2.86 1.33  0.07
11 H 0.38 2.05 1.73  0.11
12 H -0.25 2.71 0.23  0.11
13 H 1.54 0.30 0.54  0.13
14 H -0.17 0.33 0.17  0.12
15 H 2.48 2.08 -4.23  -0.12
16 C -2.28 -3.38 0.72  -0.09
17 C -2.38 -2.21 1.68  -0.32
18 O -3.02 -1.10 1.05  -0.09
19 H -1.72 -3.10 -0.17  0.07
20 H -1.78 -4.23 1.19  0.07
21 H -3.27 -3.70 0.40  0.07
22 H -1.38 -1.88 1.98  0.11
23 H -2.94 -2.48 2.57  0.11
24 H -3.90 -1.39 0.78  0.08

No. 3
The following is a DFT calculation (ωB97M-V/def2-TZVPD) of an isolated molecule of C5H13NOS at a distorted geometry.

## Properties
**Energy relative to the best compared isomer or geometry (same formula, charge and spin)**: 122.4 kJ/mol
**Strongest force on any atom**: 0.022 Eh/bohr
**E_HOMO**: -8.45 eV
**Structure (SMILES)**: CCN[C@H](CO)CS

Each line ends with the Löwdin charge.
Positions of all 21 atoms, in Å:
1 C -1.35 -0.08 -2.29  -0.08
2 C -0.55 -0.72 -1.13  -0.28
3 N 0.53 0.10 -0.66  -0.05
4 C 0.85 0.42 0.73  -0.41
5 C 1.49 -0.76 1.42  -0.21
6 O 0.57 -1.85 1.54  -0.06
7 C -0.36 0.91 1.54  -0.51
8 S -0.75 2.67 1.24  0.70
9 H -1.17 1.00 -2.39  0.07
10 H -1.04 -0.49 -3.24  0.06
11 H -2.42 -0.20 -2.19  0.07
12 H -1.26 -0.92 -0.33  0.09
13 H -0.22 -1.70 -1.49  0.10
14 H 0.89 0.75 -1.33  0.10
15 H 1.63 1.18 0.60  0.14
16 H 1.78 -0.55 2.46  0.12
17 H 2.40 -1.09 0.92  0.12
18 H 0.70 -2.47 0.82  0.08
19 H -1.20 0.29 1.21  0.06
20 H -0.19 0.81 2.60  0.07
21 H -0.33 2.68 -0.03  -0.16

No. 4
The following is a DFT calculation (ωB97M-V/def2-TZVPD) of a structure of composition C5H13NP at a distorted geometry.

## Properties
**Energy relative to the best compared isomer or geometry (same formula, charge and spin)**: 278.2 kJ/mol
**Total charge**: +1
**Strongest force on any atom**: 0.146 Eh/bohr
**E_HOMO**: -13.33 eV

Each line ends with the Löwdin charge.
Positions of all 20 atoms, in Å:
1 C 1.01 -0.19 0.35  -0.40
2 C 2.98 -0.47 -0.97  -0.09
3 C -1.78 1.09 1.10  -0.15
4 C 2.45 -0.38 0.44  -0.33
5 C -1.82 -0.39 0.77  -0.33
6 N -2.36 -0.19 -1.13  0.20
7 P -0.18 -1.29 0.93  1.00
8 H 0.53 0.77 0.05  0.06
9 H 2.90 0.62 -1.45  0.13
10 H 3.93 -0.80 -1.22  0.05
11 H 2.24 -0.98 -1.58  0.06
12 H -1.34 1.18 2.10  0.10
13 H -2.62 1.67 1.33  0.07
14 H -1.17 1.59 0.26  0.10
15 H 2.79 0.40 1.05  0.10
16 H 2.63 -1.31 0.95  0.10
17 H -2.59 -0.91 1.13  0.03
18 H -2.88 0.66 -0.98  0.10
19 H -3.03 -0.95 -1.40  0.15
20 H -1.66 -0.13 -1.73  0.04

No. 5
The following is a DFT calculation (ωB97M-V/def2-TZVPD) of the ion C5H13NS with charge -1 at a distorted geometry.

## Properties
**Energy relative to the best compared isomer or geometry (same formula, charge and spin)**: 66.9 kJ/mol
**Spin multiplicity**: 2
**Total charge**: -1
**Strongest force on any atom**: 0.051 Eh/bohr
**E_HOMO (alpha / beta)**: 1.29 / -4.97 eV

Each line ends with the Löwdin charge.
Positions of all 20 atoms, in Å:
1 C -0.23 0.37 1.32  -0.27
2 C -1.25 0.30 0.23  -0.34
3 C -1.70 -1.18 -0.05  -0.54
4 S -0.35 -2.09 -1.05  0.02
5 C 0.53 1.75 1.27  -0.27
6 N 1.13 2.06 -0.03  -0.12
7 C 2.03 0.94 -0.46  -0.13
8 H 0.59 -0.40 1.23  0.09
9 H -0.61 0.12 2.34  0.10
10 H -0.84 0.83 -0.64  0.09
11 H -2.17 0.85 0.43  0.08
12 H -1.57 -1.64 0.93  0.01
13 H -2.70 -1.34 -0.41  0.01
14 H -0.79 -1.45 -2.16  -0.18
15 H -0.27 2.52 1.40  0.11
16 H 1.15 1.72 2.19  0.10
17 H 1.67 2.91 0.06  0.08
18 H 2.85 1.29 -1.10  0.07
19 H 1.44 0.33 -1.15  0.04
20 H 2.35 0.22 0.29  0.07

No. 6
The following is a DFT calculation (ωB97M-V/def2-TZVPD) of a cluster of 3 separate species, C5H13NS in total at a distorted geometry.

## Properties
**Energy relative to the best compared isomer or geometry (same formula, charge and spin)**: 190.1 kJ/mol
**Spin multiplicity**: 2
**Total charge**: -1
**Strongest force on any atom**: 0.036 Eh/bohr
**E_HOMO (alpha / beta)**: -2.13 / -2.81 eV

Each line ends with the Löwdin charge.
Positions of all 20 atoms, in Å:
1 C -0.60 -1.50 -0.62  -0.25
2 C 0.26 -2.23 0.12  -0.07
3 S 2.71 0.37 -1.96  -0.14
4 C -0.50 -0.02 -0.74  -0.29
5 N -0.23 0.61 0.56  -0.27
6 C 0.45 1.90 0.50  -0.14
7 C -1.45 0.73 1.36  -0.12
8 H -1.42 -2.00 -1.11  0.09
9 H 1.20 -1.69 -1.70  0.06
10 H 1.11 -1.79 0.63  0.05
11 H 0.12 -3.29 0.29  0.04
12 H 2.58 -0.56 -1.00  -0.43
13 H -1.42 0.37 -1.19  0.10
14 H 0.37 0.28 -1.38  0.00
15 H 0.00 2.72 -0.07  0.08
16 H 0.69 2.13 1.55  0.07
17 H 1.46 1.69 0.12  0.01
18 H -1.81 -0.27 1.61  0.07
19 H -1.28 1.30 2.27  0.07
20 H -2.24 1.24 0.77  0.07